C33H58N5O6 | the ωB97M-V functional and the def2-TZVPD basis

Last column: Löwdin charge in e.
Geometry (Å):
O1 0.1085 2.7272 0.3706  -0.031
O2 -7.4264 -1.7651 -0.8917  0.013
O3 -5.6274 0.3823 -4.4665  -0.065
O4 -2.0873 -2.0394 -3.3551  -0.074
O5 -7.0809 0.3316 -0.2549  -0.053
O6 1.5458 1.0015 0.0320  0.052
N1 -3.1568 -1.0456 0.7998  0.152
N2 -3.8138 -0.4785 -2.7659  0.050
N3 -5.1450 -3.3098 -0.0334  0.074
N4 -4.8875 -2.3978 -1.0513  -0.153
N5 5.2040 1.8860 3.3811  -0.254
C1 -2.3181 2.3929 0.5569  -0.131
C2 -2.6716 -0.9344 2.0384  -0.176
C3 0.4128 -2.4123 -1.2254  -0.037
C4 2.1590 -0.9101 -3.3649  -0.067
C5 -0.9296 2.0023 1.0860  -0.178
C6 -2.8385 -1.5234 -2.2851  -0.267
C7 -3.2981 0.4870 -3.7162  -0.066
C8 -0.7411 -1.5554 -3.3674  -0.175
C9 0.2608 -2.5552 -2.7600  -0.302
C10 5.0282 1.5846 4.8313  0.033
C11 -3.6733 -2.6967 -1.7904  -0.085
C12 -5.3011 -0.6650 1.8755  0.013
C13 2.8997 0.7226 3.0172  -0.221
C14 3.3582 -0.7089 2.7429  -0.086
C15 -4.4073 0.8824 -4.7314  -0.251
C16 -4.1108 1.3618 -0.9630  -0.100
C17 -4.6271 0.0753 -1.6125  -0.127
C18 -4.7486 -0.5985 3.1521  -0.019
C19 -4.4881 -0.8783 0.7929  -0.218
C20 0.9019 1.9405 -0.3775  -0.330
C21 -6.6874 -0.8305 -0.5754  -0.681
C22 8.0897 2.4963 2.9742  -0.182
C23 -3.3640 -0.7217 3.1969  -0.080
C24 7.1644 3.4731 3.6824  -0.164
C25 2.6559 -3.3727 -2.9390  -0.068
C26 5.7272 3.3060 3.2224  -0.106
C27 -4.9121 -0.3393 -5.6809  0.031
C28 7.5938 1.0739 3.1815  -0.160
C29 -2.5947 1.5409 -0.7197  -0.187
C30 3.8562 1.8543 2.6734  -0.121
C31 1.6163 -2.3521 -3.4711  -0.394
C32 -5.1226 -1.0070 -0.6192  -0.222
C33 6.1574 0.9196 2.7110  -0.101
H1 -0.3659 -1.8113 -0.7459  0.062
H2 -5.3845 -0.4605 4.0153  0.115
H3 1.3895 -2.0240 -0.9302  0.067
H4 -4.4839 -1.0760 -3.2728  0.176
H5 -2.1259 -1.1356 -1.5655  0.110
H6 -0.6250 -0.5453 -2.9542  0.126
H7 -5.5442 0.3911 -2.1157  0.145
H8 -0.7605 0.9236 1.0517  0.096
H9 9.1080 2.5996 3.3480  0.124
H10 4.2786 2.2631 5.2315  0.123
H11 6.0915 1.1030 1.6385  0.145
H12 -4.6427 1.5504 -0.0303  0.122
H13 0.9494 2.1962 -1.4517  0.152
H14 7.4829 4.4962 3.4777  0.130
H15 -4.3107 1.8511 -5.2083  0.148
H16 2.5733 0.8056 4.0568  0.112
H17 8.2209 0.3791 2.6217  0.130
H18 2.5051 -1.3835 2.8030  0.085
H19 4.0782 -1.0642 3.4819  0.061
H20 -2.9856 -3.3509 -1.2321  0.128
H21 0.3328 -3.4129 -0.7873  0.086
H22 -2.9909 1.4627 -3.3441  0.126
H23 5.0601 3.9549 3.7882  0.138
H24 -1.5844 -1.0318 2.1231  0.100
H25 -2.8415 -0.6533 4.1448  0.102
H26 4.7100 0.5527 4.9440  0.106
H27 -6.3760 -0.5539 1.8365  0.127
H28 3.2459 -0.9323 -3.2281  0.077
H29 -3.9874 -0.9137 -5.3312  0.067
H30 5.6401 3.5489 2.1624  0.144
H31 5.9703 1.7237 5.3496  0.100
H32 -0.4605 -1.4723 -4.4267  0.132
H33 -0.0909 -3.5561 -3.0266  0.145
H34 -5.5562 -1.2114 -5.4930  0.134
H35 2.1314 -4.3261 -2.8149  0.083
H36 2.0049 0.8959 2.4175  0.094
H37 -0.8456 2.2788 2.1431  0.126
H38 1.5023 -2.5688 -4.5401  0.132
H39 3.0624 -3.0244 -1.9886  0.072
H40 4.0627 1.8744 1.6031  0.135
H41 3.3655 2.7937 2.9323  0.137
H42 -4.4236 2.1953 -1.6055  0.130
H43 3.4321 -3.5395 -3.6875  0.081
H44 1.7606 -0.3474 -2.5125  0.056
H45 -5.6949 -4.0945 -0.3491  0.100
H46 -2.1676 2.1318 -1.5425  0.101
H47 -1.9930 0.6383 -0.6174  0.074
H48 7.6860 0.7899 4.2331  0.121
H49 3.7901 -0.8069 1.7456  0.085
H50 -3.0295 2.1726 1.3557  0.119
H51 5.8133 -0.0882 2.9180  0.114
H52 8.1195 2.7240 1.9039  0.126
H53 -2.5255 0.1435 -4.4036  0.137
H54 1.9921 -0.3192 -4.2705  0.079
H55 -2.2430 3.4528 0.3088  0.124
H56 -4.3078 -3.5963 0.4661  0.086
H57 -3.9368 -3.2807 -2.6905  0.141
H58 7.2437 3.3442 4.7643  0.117

Calculated values
M: 620.86 g mol⁻¹
total charge: +1
orbital gap: 6.27 eV
F_max: 0.06149 hartree/bohr